Record 1
C3H7NO2 | wB97M-V/def2-TZVPD

ORCA input file:
```
! RIJCOSX wB97M-V def2-TZVPD def2/J DEFGRID3
* xyz 0 1
C -0.80 1.46 0.14
C -0.26 0.11 0.25
C 1.19 -0.19 0.22
O 1.70 -0.51 -1.03
N -1.16 -0.74 0.52
O -0.66 -1.87 -0.18
H -1.87 1.41 -0.08
H -0.66 1.97 1.08
H -0.28 2.02 -0.63
H 1.41 -0.96 0.96
H 1.75 0.70 0.53
H 1.19 -1.29 -1.30
H -1.54 -2.12 -0.48
*
```

## Properties
Gap between HOMO and LUMO: 9.918 eV
LUMO level: 0.64 eV
ΔE to the lowest compared entry with this formula, charge and spin: 93.7 kcal per mole

***

Record 2
C40H84F12MgN2O26S4 | wB97M-V/def2-TZVPD

ORCA input file:
```
! RIJCOSX wB97M-V def2-TZVPD def2/J DEFGRID3
* xyz 0 1
Mg 4.03 6.55 4.13
C 2.80 1.60 2.43
F 2.11 0.65 1.85
F 2.27 1.92 3.66
F 4.02 1.22 2.66
S 2.98 3.21 1.21
O 4.41 3.38 1.04
O 2.21 2.95 0.00
N 2.40 4.55 2.24
S 0.86 4.36 2.20
O 0.36 2.99 2.10
O 0.29 5.11 3.35
C 0.21 5.33 0.65
F 1.30 5.80 0.01
F -0.42 4.53 -0.19
F -0.69 6.31 0.95
C 0.89 10.02 6.43
F -0.12 9.57 5.66
F 0.69 11.21 7.01
F 1.15 9.05 7.38
S 2.37 10.02 5.18
O 1.91 9.31 3.98
O 2.77 11.39 4.96
N 3.59 8.97 5.94
S 4.31 10.05 6.95
O 5.48 10.73 6.37
O 3.53 10.90 7.86
C 5.17 8.84 8.29
F 6.09 8.05 7.70
F 5.82 9.67 9.16
F 4.31 7.99 8.82
C -3.68 -1.31 -8.73
O -2.53 -0.67 -8.23
C -2.38 0.72 -8.54
C -1.20 1.38 -7.86
O -0.03 0.66 -8.19
C 1.23 0.78 -7.36
C 1.95 2.23 -7.45
O 1.14 3.32 -6.79
C 1.00 3.19 -5.38
H -3.50 -1.57 -9.77
H -4.61 -0.78 -8.51
H -3.98 -2.17 -8.14
H -3.24 1.27 -8.18
H -2.28 0.94 -9.60
H -1.39 1.41 -6.79
H -1.03 2.41 -8.15
H 1.96 0.09 -7.79
H 1.09 0.53 -6.31
H 2.04 2.59 -8.48
H 2.99 2.20 -7.15
H 1.97 3.40 -4.93
H 0.55 2.26 -5.04
H 0.31 3.95 -5.00
C -7.41 5.30 -3.10
O -6.15 4.94 -3.71
C -5.64 3.59 -3.55
C -6.29 2.38 -4.18
O -7.65 2.32 -3.72
C -8.53 1.41 -4.44
C -8.57 -0.09 -4.17
O -7.25 -0.63 -4.38
C -7.08 -1.93 -3.94
H -7.62 6.32 -3.45
H -7.39 5.41 -2.02
H -8.25 4.68 -3.42
H -5.78 3.37 -2.49
H -4.59 3.53 -3.83
H -5.86 1.43 -3.85
H -6.17 2.50 -5.26
H -8.34 1.56 -5.50
H -9.55 1.74 -4.24
H -9.32 -0.56 -4.80
H -8.90 -0.26 -3.15
H -6.01 -2.11 -4.01
H -7.65 -2.68 -4.49
H -7.35 -2.04 -2.89
C 4.29 -8.27 -2.05
O 3.24 -7.69 -2.81
C 2.34 -8.64 -3.37
C 0.96 -8.01 -3.84
O 1.12 -6.91 -4.73
C -0.11 -6.16 -4.67
C 0.25 -4.63 -5.00
O 1.20 -4.03 -4.12
C 0.75 -3.69 -2.80
H 4.85 -7.44 -1.64
H 4.98 -8.74 -2.75
H 3.96 -8.91 -1.23
H 2.12 -9.44 -2.66
H 2.97 -9.10 -4.14
H 0.58 -7.83 -2.84
H 0.39 -8.86 -4.23
H -0.62 -6.26 -3.72
H -0.70 -6.53 -5.50
H -0.64 -4.00 -5.10
H 0.66 -4.68 -6.01
H 0.30 -2.71 -2.90
H 1.69 -3.61 -2.24
H 0.09 -4.45 -2.38
C -1.14 -8.60 4.78
O -0.42 -9.66 4.06
C -0.10 -9.24 2.73
C 1.12 -8.31 2.62
O 0.79 -6.98 3.03
C 1.88 -6.01 2.89
C 2.87 -5.96 4.09
O 3.67 -7.23 4.01
C 4.34 -7.38 5.31
H -0.50 -7.73 4.93
H -1.35 -8.92 5.80
H -2.14 -8.38 4.39
H -1.03 -8.92 2.26
H 0.10 -10.15 2.16
H 1.56 -8.35 1.62
H 1.84 -8.66 3.36
H 1.35 -5.06 2.81
H 2.43 -6.06 1.95
H 2.25 -5.78 4.96
H 3.60 -5.16 4.02
H 4.76 -6.47 5.74
H 5.02 -8.23 5.22
H 3.56 -7.66 6.02
C -2.71 -1.78 3.96
O -3.86 -1.93 3.06
C -3.78 -1.25 1.85
C -4.71 -1.88 0.75
O -4.18 -3.08 0.17
C -4.04 -4.21 0.92
C -4.73 -5.47 0.34
O -4.18 -5.85 -0.97
C -4.93 -6.83 -1.75
H -1.92 -2.23 3.36
H -2.71 -2.38 4.87
H -2.55 -0.75 4.27
H -2.80 -1.44 1.40
H -4.02 -0.19 1.92
H -4.82 -1.15 -0.05
H -5.73 -2.11 1.06
H -4.25 -4.20 1.99
H -2.97 -4.40 0.80
H -5.81 -5.38 0.21
H -4.64 -6.39 0.92
H -4.42 -7.04 -2.69
H -5.91 -6.45 -2.04
H -5.06 -7.70 -1.10
C 5.26 8.21 1.55
O 5.51 7.31 2.64
C 6.89 7.36 2.94
C 7.33 6.11 3.64
O 6.36 5.78 4.56
C 6.53 4.54 5.20
C 5.37 4.22 6.21
O 4.24 4.92 5.74
C 3.06 4.84 6.50
H 4.18 8.19 1.39
H 5.86 7.91 0.69
H 5.58 9.21 1.86
H 7.13 8.19 3.60
H 7.49 7.41 2.03
H 8.24 6.43 4.14
H 7.52 5.28 2.96
H 7.48 4.51 5.72
H 6.50 3.65 4.57
H 5.70 4.59 7.18
H 5.20 3.18 6.47
H 3.25 4.43 7.49
H 2.30 4.23 6.01
H 2.52 5.78 6.63
*
```

## Properties
Gap between HOMO and LUMO: 6.356 eV
LUMO level: -2.72 eV

***

Record 3
C4H16Br2O4V | wB97M-V/def2-TZVPD

ORCA input file:
```
! RIJCOSX wB97M-V def2-TZVPD def2/J DEFGRID3
* xyz 0 4
V -0.02 0.07 -0.38
Br 2.07 -0.47 -1.94
Br -2.07 0.93 1.22
C -1.04 -2.53 -2.02
O -1.30 -1.14 -1.74
H -1.93 -3.11 -2.23
H -0.48 -2.51 -2.96
H -0.40 -3.00 -1.28
H -2.08 -0.92 -2.25
C -0.63 -2.52 1.83
O 0.37 -1.67 1.19
H -1.19 -1.90 2.53
H -1.36 -2.93 1.13
H -0.03 -3.29 2.30
H 1.24 -1.91 1.51
C -0.35 3.46 -1.29
O -0.36 2.06 -1.54
H -1.34 3.84 -1.52
H -0.06 3.62 -0.26
H 0.48 3.84 -1.90
H -0.49 2.00 -2.49
C 1.84 1.26 2.40
O 1.45 1.31 0.99
H 2.88 1.01 2.58
H 1.55 2.20 2.86
H 1.22 0.48 2.84
H 2.02 1.84 0.44
*
```

## Properties
Gap between HOMO and LUMO (alpha / beta): 8.009 / 8.668 eV
LUMO level (alpha / beta): 0.29 / 0.29 eV
ΔE to the lowest compared entry with this formula, charge and spin: 2.8 kcal per mole

***

Record 4
C5H10O | wB97M-V/def2-TZVPD

ORCA input file:
```
! RIJCOSX wB97M-V def2-TZVPD def2/J DEFGRID3
* xyz 0 1
C -0.84 -0.26 -1.28
C 0.17 -0.03 -0.18
C 1.45 -0.83 -0.29
C 0.26 1.36 0.41
C -0.34 0.26 1.22
O -1.71 0.37 1.48
H -0.86 -1.31 -1.58
H -1.85 0.02 -0.95
H -0.60 0.34 -2.17
H 2.12 -0.63 0.55
H 1.98 -0.59 -1.21
H 1.23 -1.91 -0.29
H 1.23 1.76 0.69
H -0.45 2.10 0.03
H 0.25 -0.13 2.05
H -2.06 -0.53 1.53
*
```

## Properties
Gap between HOMO and LUMO: 10.347 eV
LUMO level: 0.90 eV
ΔE to the lowest compared entry with this formula, charge and spin: 23.3 kcal per mole

***

Record 5
C25H27FN3O7S | wB97M-V/def2-TZVPD

ORCA input file:
```
! RIJCOSX wB97M-V def2-TZVPD def2/J DEFGRID3
* xyz -1 1
C -5.90 0.26 2.51
N -4.89 0.51 3.52
C -5.14 1.69 4.33
C -3.58 0.04 3.34
C -2.81 0.43 2.22
C -1.49 0.04 2.13
C -0.90 -0.84 3.05
C 0.49 -1.25 2.93
C 1.56 -0.42 3.06
C 2.90 -1.03 3.10
O 3.09 -2.24 3.04
N 4.00 -0.16 3.23
C 5.32 -0.77 3.27
C 3.93 1.23 3.36
O 4.92 1.95 3.47
N 2.64 1.77 3.37
C 2.59 3.21 3.55
C 1.44 1.05 3.29
O 0.38 1.65 3.41
C -1.71 -1.32 4.11
C -2.99 -0.83 4.30
H -5.68 -0.69 2.00
H -6.87 0.18 3.01
H -5.95 1.08 1.77
H -4.35 1.81 5.08
H -5.20 2.60 3.71
H -6.11 1.57 4.84
H -3.25 1.08 1.47
H -0.87 0.42 1.31
H 0.71 -2.32 2.93
H 6.05 0.04 3.28
H 5.41 -1.38 4.18
H 5.45 -1.41 2.40
H 1.55 3.51 3.57
H 3.09 3.48 4.49
H 3.13 3.69 2.73
H -1.28 -2.04 4.80
H -3.59 -1.12 5.17
C -3.63 -2.31 -2.84
C -2.64 -1.50 -2.05
O -2.03 -2.40 -1.08
C -0.89 -1.91 -0.53
C -0.15 -3.01 0.15
F 1.13 -2.69 0.41
S -0.26 -4.58 -0.89
C 1.17 -5.57 -0.44
C 2.02 -5.99 -1.45
C 3.19 -6.69 -1.12
C 3.47 -6.97 0.22
C 2.57 -6.60 1.22
C 1.41 -5.89 0.90
O -1.47 -5.28 -0.52
O 0.02 -4.16 -2.25
O -0.50 -0.75 -0.62
H -4.18 -1.64 -3.49
H -3.10 -3.04 -3.47
H -4.33 -2.84 -2.19
H -1.85 -1.10 -2.70
H -3.12 -0.68 -1.50
H 1.79 -5.76 -2.49
H 3.86 -7.00 -1.92
H 4.40 -7.49 0.48
H 2.76 -6.86 2.27
H 0.70 -5.58 1.66
*
```

## Properties
Gap between HOMO and LUMO: 5.403 eV
LUMO level: 1.91 eV

***

Record 6
C29H27ClIrN8OS | wB97M-V/def2-TZVPD

ORCA input file:
```
! RIJCOSX wB97M-V def2-TZVPD def2/J DEFGRID3
* xyz 2 6
Ir 0.80 -1.70 0.55
Cl 4.13 3.34 4.82
C 3.57 1.95 4.00
C 4.20 0.76 4.08
C 3.83 -0.36 3.32
C 2.65 -0.32 2.53
O 2.40 -1.44 1.84
C 1.85 0.91 2.56
C 0.61 1.04 1.90
N -0.08 0.11 1.19
C -1.35 0.36 0.72
C -2.03 1.60 0.69
C -3.41 1.55 0.45
C -4.02 0.38 -0.06
C -3.23 -0.77 -0.44
C -3.63 -1.80 -1.33
C -2.69 -2.81 -1.64
C -1.38 -2.76 -1.17
N -1.02 -1.70 -0.36
C -1.87 -0.74 -0.03
C 2.37 2.01 3.29
H 5.16 0.59 4.57
H 4.34 -1.32 3.40
H 0.13 2.05 2.06
H -1.52 2.56 0.86
H -4.00 2.43 0.63
H -5.09 0.28 -0.21
H -4.62 -1.68 -1.75
H -2.98 -3.56 -2.39
H -0.57 -3.42 -1.39
H 1.67 2.89 3.40
N 4.11 -2.74 -2.06
C 3.02 -2.63 -1.32
S 2.00 -1.28 -1.42
N 2.79 -3.68 -0.54
N 1.80 -3.44 0.32
C 1.55 -4.45 1.19
C 0.60 -4.14 2.16
C 0.10 -5.07 3.10
C -0.58 -4.49 4.17
C -0.89 -3.13 4.21
C -0.53 -2.35 3.15
N 0.09 -2.82 2.07
H 4.28 -2.10 -2.88
H 4.80 -3.41 -1.86
H 2.13 -5.36 0.96
H 0.22 -6.11 2.93
H -0.71 -5.01 5.10
H -1.47 -2.82 5.03
H -0.73 -1.27 3.08
N 0.50 4.64 -0.45
C -0.06 4.54 -1.47
N -0.74 4.58 -2.68
C -2.09 4.14 -2.70
C -2.39 3.11 -3.82
C -1.12 2.38 -4.27
C 0.05 3.26 -4.63
C 0.11 4.62 -3.84
H -2.80 5.00 -2.83
H -2.25 3.70 -1.72
H -2.78 3.63 -4.71
H -3.23 2.47 -3.56
H -1.24 1.61 -5.06
H -0.77 1.73 -3.41
H -0.03 3.51 -5.69
H 1.01 2.70 -4.63
H -0.15 5.47 -4.50
H 1.17 4.81 -3.51
*
```

## Properties
Gap between HOMO and LUMO (alpha / beta): 5.415 / 2.286 eV
LUMO level (alpha / beta): -5.05 / -10.06 eV
ΔE to the lowest compared entry with this formula, charge and spin: 6.0 kcal per mole

***

Record 7
C29H31N4O2RhS4Si2 | wB97M-V/def2-TZVPD

ORCA input file:
```
! RIJCOSX wB97M-V def2-TZVPD def2/J DEFGRID3
* xyz -2 1
Rh -0.14 -0.81 -1.18
C -3.17 -3.01 -0.88
Si -2.30 -1.35 -0.35
C -3.66 -0.04 -0.81
C -2.18 -1.42 1.57
C -3.25 -1.87 2.34
C -3.15 -1.95 3.72
C -1.98 -1.56 4.34
C -0.92 -1.10 3.58
C -1.00 -1.03 2.19
Si 0.46 -0.44 1.08
C 2.06 -1.31 1.71
C 0.68 1.45 1.48
H -4.20 -3.04 -0.55
H -2.64 -3.86 -0.45
H -3.15 -3.12 -1.96
H -4.62 -0.33 -0.40
H -3.77 0.05 -1.89
H -3.43 0.95 -0.42
H -4.16 -2.18 1.84
H -3.99 -2.31 4.30
H -1.90 -1.61 5.42
H 0.00 -0.80 4.07
H 2.29 -1.02 2.73
H 2.91 -1.05 1.08
H 1.92 -2.38 1.66
H 0.50 1.65 2.53
H -0.03 2.03 0.90
H 1.67 1.81 1.24
S 2.25 -1.51 -1.81
C 3.53 -0.37 -2.07
C 4.71 -0.81 -2.68
C 5.76 0.05 -2.87
C 5.67 1.37 -2.46
C 4.51 1.82 -1.86
C 3.44 0.96 -1.66
H 4.77 -1.84 -3.01
H 6.67 -0.30 -3.36
H 6.51 2.04 -2.60
H 4.42 2.85 -1.55
H 2.52 1.30 -1.21
C 1.68 -6.56 -0.25
N 1.03 -5.49 -0.95
C 0.83 -5.54 -2.29
C 0.19 -4.54 -2.95
C -0.17 -3.38 -2.19
O -0.68 -2.36 -2.74
N 0.03 -3.36 -0.86
C 0.60 -4.36 -0.19
O 0.77 -4.40 1.02
H 1.63 -7.48 -0.84
H 1.16 -6.71 0.70
H 2.72 -6.30 -0.03
H 1.19 -6.43 -2.80
H 0.02 -4.56 -4.01
S -4.26 5.28 -1.22
C -2.86 4.37 -1.34
S -2.62 3.12 -2.57
C -1.17 2.60 -1.67
N -0.92 3.34 -0.65
N -1.78 4.38 -0.49
C -1.44 5.35 0.43
C -1.88 6.69 0.33
C -1.50 7.61 1.27
C -0.66 7.26 2.33
C -0.21 5.95 2.42
C -0.58 5.01 1.49
S -0.19 1.36 -2.29
H -2.52 6.99 -0.49
H -1.84 8.64 1.19
H -0.37 8.00 3.06
H 0.44 5.66 3.24
H -0.23 3.99 1.56
*
```

## Properties
Gap between HOMO and LUMO: 5.635 eV
LUMO level: 4.14 eV
ΔE to the lowest compared entry with this formula, charge and spin: 54.5 kcal per mole

***

Record 8
C4H9NOS | wB97M-V/def2-TZVPD

ORCA input file:
```
! RIJCOSX wB97M-V def2-TZVPD def2/J DEFGRID3
* xyz 1 2
C -0.63 -0.92 0.40
C -0.59 -0.50 -1.13
C -0.04 0.55 -0.08
S 1.61 -0.15 -3.40
C -1.30 0.97 3.18
N -1.56 -0.32 2.98
O -0.06 0.58 3.21
H 2.79 1.32 -4.14
H -1.71 -0.78 0.71
H -1.51 -0.74 -1.58
H 0.26 -0.59 -1.87
H -0.66 1.33 0.41
H 0.94 0.82 -0.42
H -0.09 -1.69 0.88
H 2.62 0.62 -4.20
H -1.73 -0.78 3.86
*
```

## Properties
Gap between HOMO and LUMO (alpha / beta): 3.203 / 2.844 eV
LUMO level (alpha / beta): -9.06 / -9.42 eV
ΔE to the lowest compared entry with this formula, charge and spin: 299.5 kcal per mole

***

Record 9
C7H12N2O | wB97M-V/def2-TZVPD

ORCA input file:
```
! RIJCOSX wB97M-V def2-TZVPD def2/J DEFGRID3
* xyz 0 1
C -1.23 -0.28 1.41
C -0.49 0.79 1.30
C -0.35 1.78 2.47
C 0.34 1.07 0.06
O -0.65 1.30 -0.95
C 1.35 -0.08 -0.24
C 1.33 -0.53 -1.79
N 0.46 -1.59 -1.79
C -0.27 -2.38 -2.30
N -1.27 -3.08 -2.36
H -1.88 -0.40 2.28
H -1.41 -0.98 0.60
H 0.57 2.39 2.25
H -0.23 1.28 3.46
H -1.11 2.62 2.52
H 0.94 1.91 0.23
H -1.52 1.47 -0.60
H 1.27 -1.00 0.35
H 2.31 0.35 -0.06
H 0.98 0.30 -2.38
H 2.40 -0.87 -2.00
H -1.53 -4.05 -2.47
*
```

## Properties
Gap between HOMO and LUMO: 9.655 eV
LUMO level: 0.83 eV
ΔE to the lowest compared entry with this formula, charge and spin: 74.8 kcal per mole

***

> Which formula does entry 7 have?

C29H31N4O2RhS4Si2